# 1
13
Properties=species:S:1:pos:R:3 method="wB97M-V/def2-TZVPD" e_lumo_ev=0.639 e_homo_ev=-10.6
C 1.48 -0.82 -1.62
C 1.20 0.01 -0.61
C -0.21 -0.35 0.32
C -0.57 0.59 1.40
C -1.49 0.51 0.13
F -0.30 -1.68 0.52
F 0.17 1.68 1.68
F -1.21 0.24 2.52
F -2.78 0.12 0.40
F -1.52 1.54 -0.73
H 2.55 -1.02 -2.13
H 0.85 -1.63 -1.72
H 1.82 0.79 -0.17

# 2
15
Properties=species:S:1:pos:R:3 method="wB97M-V/def2-TZVPD" e_lumo_ev=0.794 e_homo_ev=-8.1
C 0.54 -2.38 0.21
C 0.31 -0.89 0.13
O -0.91 -0.72 -0.61
C -1.54 0.40 -0.97
N -1.03 1.59 -0.57
C 0.10 2.10 0.22
H -0.30 -2.87 0.71
H 0.62 -2.80 -0.80
H 1.46 -2.61 0.76
H 0.20 -0.45 1.13
H 1.13 -0.39 -0.39
H -1.60 2.33 -0.96
H 1.07 1.84 -0.22
H 0.08 1.76 1.26
H 0.04 3.20 0.25

# 3
10
Properties=species:S:1:pos:R:3 method="wB97M-V/def2-TZVPD" e_lumo_ev="0.542 / -1.576" e_homo_ev="-5.4 / -9.7" multiplicity=3 s2=2.008
C 0.19 1.49 -0.50
C -0.46 -0.08 0.25
C 0.41 -1.25 0.28
O -0.09 1.12 0.88
I -2.56 -0.33 -0.14
H 1.26 1.38 -0.77
H -0.56 2.07 -1.14
H 0.36 -1.41 1.34
H 1.38 -0.96 0.15
H 0.08 -2.04 -0.35

# 4
13
Properties=species:S:1:pos:R:3 method="wB97M-V/def2-TZVPD" e_lumo_ev=0.301 e_homo_ev=-9.4
C 0.45 -1.61 -0.13
C -1.37 -0.53 -0.06
C 0.55 1.92 -2.47
C 0.71 0.80 -0.14
N -0.57 -2.49 -0.11
N -1.69 -1.83 -0.08
N 0.61 1.37 -1.42
N -0.06 -0.36 -0.11
S -2.43 0.87 -0.18
H 1.45 -1.90 0.06
H -3.15 0.32 -1.15
H 1.62 0.36 0.16
H 0.48 1.54 0.65

# 5
66
Properties=species:S:1:pos:R:3 method="wB97M-V/def2-TZVPD" e_lumo_ev=0.247 e_homo_ev=-10.1
O -4.71 1.36 -0.69
H -5.05 0.73 -1.33
H -3.90 1.75 -1.10
O 0.72 0.05 -4.28
H -0.12 -0.10 -4.72
H 0.93 0.99 -4.24
O -2.32 3.16 -1.26
H -1.91 2.91 -0.36
H -3.03 3.77 -1.03
O 2.91 0.53 1.73
H 3.33 -0.34 1.90
H 3.56 1.04 1.26
O 4.37 0.98 -1.78
H 3.63 1.15 -2.36
H 4.94 1.79 -1.82
O 1.28 2.52 -3.00
H 1.03 2.02 -2.22
H 0.44 2.83 -3.35
C 0.16 -1.47 4.70
C -0.69 -0.20 4.88
C -1.17 0.42 3.63
O -1.88 -0.41 5.64
H 0.99 -1.21 4.07
H -0.38 -2.29 4.23
H 0.61 -1.85 5.61
H 0.02 0.46 5.40
H -1.84 1.26 3.81
H -1.69 -0.33 3.03
H -0.36 0.74 2.99
H -1.59 -0.37 6.55
C -1.05 -5.23 -1.85
C -0.33 -5.35 -3.17
C 0.74 -4.32 -3.32
O 0.28 -6.68 -3.22
H -1.44 -4.22 -1.82
H -0.36 -5.34 -1.01
H -1.83 -5.93 -1.71
H -1.08 -5.28 -4.00
H 1.28 -4.36 -4.28
H 1.45 -4.31 -2.47
H 0.26 -3.32 -3.15
H -0.43 -7.29 -3.39
C 0.50 -1.48 -0.01
C 0.27 -0.28 -0.95
C -1.23 0.03 -1.15
O 0.79 0.89 -0.22
H -0.12 -2.35 -0.31
H 0.25 -1.24 1.05
H 1.53 -1.85 -0.01
H 0.83 -0.40 -1.88
H -1.38 0.90 -1.76
H -1.66 0.12 -0.14
H -1.64 -0.87 -1.59
H 1.45 0.59 0.43
C 0.67 3.74 2.46
C -0.17 3.89 1.22
C 0.75 4.21 -0.04
O -0.96 2.70 1.02
H 1.38 4.59 2.43
H 1.26 2.86 2.58
H 0.09 3.91 3.40
H -0.91 4.66 1.34
H 1.53 3.49 -0.33
H 1.19 5.14 0.31
H 0.17 4.50 -0.91
H -0.40 2.00 0.56

# 6
45
Properties=species:S:1:pos:R:3 method="wB97M-V/def2-TZVPD" e_lumo_ev="-0.613 / -0.612" e_homo_ev="-6.6 / -6.6"
V 0.31 0.75 -0.62
Te -0.39 1.72 1.75
Te -2.48 4.49 0.07
Te 2.24 5.56 -0.80
Te 2.20 3.85 -2.95
Br 3.36 0.69 -0.20
C 2.84 0.16 -1.94
C 3.69 -0.25 -2.95
C 3.11 -0.59 -4.17
C 1.73 -0.49 -4.33
C 0.97 -0.06 -3.27
N 1.53 0.25 -2.09
C -0.53 0.11 -3.25
O -1.22 -0.18 -4.20
O -0.96 0.57 -2.09
H 4.75 -0.31 -2.78
H 3.73 -0.92 -4.99
H 1.24 -0.73 -5.26
N 0.20 5.46 1.14
N -0.28 4.48 0.21
N 0.27 4.84 -1.07
C 0.39 3.56 -1.75
N 0.46 2.57 -0.72
N 0.44 3.23 0.51
H -0.60 6.02 1.41
H 0.55 4.94 1.94
H -0.45 3.36 -2.41
N -2.47 -1.32 -0.51
C -1.59 -1.84 0.37
S 0.08 -1.71 0.11
N -2.15 -2.50 1.41
C -1.60 -3.08 2.57
C -0.32 -3.60 2.67
C 0.09 -4.16 3.87
C -0.75 -4.23 4.96
C -2.04 -3.73 4.85
C -2.46 -3.15 3.67
H -2.13 -0.72 -1.25
H -3.45 -1.26 -0.28
H -3.16 -2.44 1.45
H 0.35 -3.58 1.83
H 1.10 -4.56 3.94
H -0.42 -4.67 5.89
H -2.72 -3.77 5.69
H -3.46 -2.75 3.59